No. 1
A cluster of 13 separate species, C35H94ClO38S12 in total. Source: the Open Molecules 2025 dataset; level of theory: ωB97M-V/def2-TZVPD.

E ... -9487.038865 a.u.
Gap between HOMO and LUMO ... 8.78 eV
Net charge ... -1

Last column: Mulliken charge in e.
Atoms and positions in Å:
Cl  0.58918  -1.03634  0.91331  -1.2405
O  1.10399  -2.35478  0.61182  0.2492
O  -0.78947  -1.02955  0.69515  -0.0241
O  0.98865  -0.56502  2.16384  0.1810
O  1.02529  0.03977  -0.00940  0.0767
O  -5.84981  2.41706  0.53184  -0.5407
S  -6.62315  1.21130  0.86509  1.1116
O  -7.50158  0.54567  -0.06597  -0.6449
O  -5.53260  0.13845  1.28733  -0.0499
C  -4.31976  -0.01723  0.54429  0.5937
C  -4.51395  -1.12490  -0.44115  -1.5600
C  -7.23814  1.40384  2.55551  -0.6037
H  -3.50462  -0.26180  1.22534  -0.4153
H  -4.06801  0.86554  -0.04346  0.2450
H  -5.17294  -1.85421  0.02996  0.4821
H  -3.53855  -1.49370  -0.75846  0.1972
H  -5.07426  -0.77751  -1.30918  0.4551
H  -7.55337  0.39996  2.84003  0.1366
H  -8.07232  2.10023  2.64088  0.4417
H  -6.36814  1.61605  3.17693  0.1815
O  0.17809  -3.93589  -2.98276  -0.4863
S  -0.13622  -2.74155  -3.80560  0.9145
O  0.37944  -2.57188  -5.16211  -0.6341
O  -1.81003  -2.67689  -3.88754  -0.4484
C  -2.39749  -1.58941  -4.52698  0.7371
C  -3.82172  -1.87601  -5.09170  -1.4858
C  0.16768  -1.18850  -2.78370  1.3819
H  -1.68283  -1.12910  -5.20924  0.1951
H  -2.55988  -0.84736  -3.74525  -0.1478
H  -3.63521  -2.69277  -5.78899  0.4205
H  -4.19856  -1.02199  -5.65449  0.3697
H  -4.59554  -2.15304  -4.37577  0.2986
H  -0.29680  -0.34032  -3.28663  -0.4955
H  1.25080  -1.23750  -2.67170  -0.3327
H  -0.32546  -1.41533  -1.83846  -0.3528
O  -0.22354  -7.06269  1.14508  -0.6360
S  -0.49141  -5.93065  2.00761  1.2125
O  -1.37868  -6.19340  3.15729  -0.6448
O  0.91779  -5.21966  2.52076  -0.2722
C  0.83381  -4.34023  3.65377  0.1712
C  2.19925  -4.03256  4.12932  -1.0353
C  -1.24734  -4.54176  0.91237  -0.2250
H  0.22538  -4.75363  4.45814  0.6570
H  0.30942  -3.46221  3.27670  -0.1511
H  2.17460  -3.55902  5.11078  0.1755
H  2.76227  -3.41088  3.43317  -0.1192
H  2.76079  -4.96208  4.22289  0.5057
H  -1.02865  -3.68123  1.54465  -0.3953
H  -2.30487  -4.73712  0.73470  0.5627
H  -0.64420  -4.51818  0.00475  0.1379
O  -1.91198  3.31357  5.14534  -0.6488
S  -1.72546  3.32854  3.67561  1.1611
O  -2.51377  4.20261  2.77720  -0.5334
O  -0.11031  3.56486  3.45660  -0.2574
C  0.81955  2.89669  4.30162  -0.1356
C  2.03347  2.52480  3.47062  -0.6710
C  -1.79570  1.50424  3.12334  0.4550
H  0.27033  2.11063  4.81986  0.1198
H  1.11317  3.62292  5.05956  0.3508
H  1.81108  1.94382  2.57558  -0.1456
H  2.63512  1.85254  4.08234  0.1398
H  2.58576  3.41382  3.16610  0.4622
H  -1.23556  0.84393  3.78542  -0.4004
H  -1.19560  1.48536  2.21360  -0.3076
H  -2.84366  1.22719  3.00878  0.2353
O  -4.42259  -0.21886  4.36098  -0.4682
S  -4.76103  -1.62299  4.45718  1.0466
O  -4.54822  -2.30212  5.71088  -0.6844
O  -6.31948  -1.85989  4.01315  -0.1430
C  -6.95810  -3.11357  4.24774  -0.0324
C  -8.36937  -3.08756  3.80394  -1.4315
C  -3.84592  -2.61724  3.18167  -0.9340
H  -6.89534  -3.28507  5.32233  0.2536
H  -6.37145  -3.77333  3.60847  0.2672
H  -8.48939  -2.68306  2.79892  0.3236
H  -9.05915  -2.61861  4.50565  0.3358
H  -8.69890  -4.10158  3.57754  0.4216
H  -2.77932  -2.39397  3.20651  0.0545
H  -4.21620  -2.36733  2.18742  0.3382
H  -4.02288  -3.67748  3.36243  0.6410
O  0.15743  3.71958  -2.71610  -0.4274
S  -0.22437  4.46630  -1.50007  0.9815
O  0.37260  5.75046  -1.25631  -0.6449
O  -1.85311  4.69530  -1.71739  -0.1561
C  -2.50784  5.74575  -1.01700  0.0160
C  -3.89797  5.80699  -1.53290  -1.3353
C  -0.29767  3.40669  -0.05491  -0.5231
H  -2.10484  6.75833  -0.99792  0.3381
H  -2.49814  5.42457  0.02457  0.1134
H  -4.28756  6.75071  -1.15117  0.4660
H  -4.57788  4.97208  -1.36340  0.2387
H  -3.78414  6.15137  -2.56078  0.3601
H  -0.59755  4.16196  0.67155  0.2720
H  0.72615  3.09472  0.15144  0.1642
H  -1.11906  2.71687  -0.24871  0.1003
O  5.26019  1.50709  -4.77047  -0.6812
S  3.89971  1.23837  -5.19066  0.9840
O  2.83291  1.11209  -4.17135  -0.1020
O  3.36081  2.48374  -6.16918  -0.1184
C  4.28473  3.25537  -6.84442  -0.3365
C  3.65790  4.61660  -7.02287  -1.3258
C  3.70744  -0.20249  -6.32138  -1.0911
H  4.49759  2.92243  -7.86026  0.2228
H  5.26185  3.20337  -6.36418  0.4679
H  4.40837  5.18594  -7.57126  0.4149
H  3.52276  5.16597  -6.09118  0.2704
H  2.82508  4.39334  -7.68970  0.3685
H  2.80062  0.05209  -6.86999  0.3088
H  3.64433  -1.13685  -5.76363  0.3759
H  4.63752  -0.25103  -6.88769  0.3915
O  5.61576  0.50873  -0.68268  -0.5312
S  5.64424  -0.94931  -0.99758  1.2620
O  6.61353  -1.42325  -1.95334  -0.6759
O  5.90074  -1.81706  0.42365  -0.4198
C  5.07612  -1.50603  1.48843  0.4665
C  5.39882  -2.35926  2.74315  -1.1301
C  3.93170  -1.52863  -1.56079  0.0411
H  4.03349  -1.61305  1.18917  -0.0475
H  5.25621  -0.52010  1.91691  0.2268
H  4.81829  -2.18376  3.64885  0.0908
H  6.41005  -2.07587  3.03505  0.4438
H  5.33832  -3.43246  2.56236  0.2252
H  3.15894  -1.18236  -0.87447  -0.2002
H  3.93664  -2.61592  -1.63743  0.2072
H  3.76786  -1.05706  -2.52975  -0.0852
O  -1.62299  -3.09267  5.55275  -0.4465
S  -0.81373  -2.36331  6.51832  1.1401
O  -0.45886  -2.95088  7.79930  -0.6743
O  0.61261  -1.86447  5.71511  -0.1384
C  1.44634  -0.86055  6.41016  -0.5592
C  2.59311  -0.48872  5.45799  -0.7505
C  -1.65992  -0.71031  6.80771  -0.7349
H  1.86758  -1.23884  7.34159  0.3065
H  0.96990  0.08805  6.65764  0.4308
H  3.02426  0.46534  5.76129  0.5782
H  2.21820  -0.31278  4.44972  -0.2212
H  3.37684  -1.23067  5.61086  0.3842
H  -2.66314  -0.83292  7.21589  0.4283
H  -1.70291  -0.17237  5.86067  -0.0312
H  -1.04250  -0.24599  7.57667  0.4487
O  4.97203  3.77495  0.28935  -0.6356
S  3.88962  4.14052  -0.54395  1.1877
O  2.67886  4.89006  -0.08083  -0.5890
O  4.38434  4.97970  -1.90416  -0.2848
C  5.68281  4.73466  -2.40594  -0.0609
C  5.94586  5.65755  -3.60880  -1.1625
C  3.39604  2.61719  -1.43172  -0.4240
H  5.85780  3.67713  -2.60369  0.2803
H  6.38052  5.05728  -1.63314  0.2805
H  6.96196  5.49139  -3.96662  0.4092
H  5.88016  6.66879  -3.20733  0.3724
H  5.33006  5.46124  -4.48649  0.0535
H  4.22451  2.16287  -1.97516  0.3498
H  2.59855  2.98038  -2.07994  0.2034
H  3.00368  1.87857  -0.73271  0.0192
O  -1.96250  0.65752  -7.30544  -0.6286
S  -1.57484  1.72075  -6.38063  1.1958
O  -1.86686  3.12399  -6.70323  -0.6369
O  -2.07908  1.36241  -4.87155  -0.2650
C  -2.71917  2.35907  -4.06950  -0.7061
C  -2.70275  1.75162  -2.74062  -0.3883
C  0.20615  1.58776  -6.03816  -0.7123
H  -3.73088  2.55081  -4.42696  0.2628
H  -2.16605  3.28654  -4.21771  0.5380
H  -3.04042  2.43012  -1.95721  0.2551
H  -1.78669  1.25043  -2.42801  -0.2205
H  -3.58182  1.11259  -2.82417  0.4475
H  0.70963  2.07780  -6.87151  0.5419
H  0.49395  0.53696  -6.00515  0.1378
H  0.38558  2.12306  -5.10576  0.0935
C  4.08261  -6.00852  1.27978  -0.7633
S  4.03025  -5.39709  -0.47584  0.6864
O  4.65355  -6.44493  -1.39738  -0.7604
C  2.30574  -5.90029  -0.62629  -0.2245
H  3.66964  -7.00687  1.42419  0.4218
H  3.58942  -5.39895  2.03694  -0.1482
H  5.15416  -6.16225  1.40719  0.4719
H  1.94475  -5.43931  -1.54569  0.1947
H  1.77099  -5.47008  0.22050  -0.3661
H  2.32880  -6.99001  -0.61751  0.4640

No. 2
A cluster of 10 separate species, C36H100N8O10 in total. Source: the Open Molecules 2025 dataset; level of theory: ωB97M-V/def2-TZVPD.

E ... -2621.869589 a.u.
Gap between HOMO and LUMO ... 9.09 eV

Last column: Mulliken charge in e.
Atoms and positions in Å:
C  0.79614  -2.97815  0.88428  -0.7582
O  -0.46693  -3.64867  0.68492  -0.2929
C  -0.32435  -4.83522  -0.05548  -0.9924
C  -1.61601  -5.64956  0.03115  0.9646
C  -1.85470  -6.24338  1.39068  -1.5029
N  -1.46910  -6.75786  -0.93993  -0.7630
H  1.35101  -3.59401  1.59418  0.4788
H  0.61565  -1.97539  1.26193  -0.2657
H  1.25752  -2.91427  -0.10624  0.5120
H  -0.24462  -4.56958  -1.12409  0.1601
H  0.59195  -5.39420  0.15920  0.4260
H  -2.41668  -5.02529  -0.37761  0.2559
H  -1.90239  -5.49877  2.18609  0.2651
H  -1.09029  -6.97567  1.64674  0.3873
H  -2.83168  -6.73885  1.37145  0.4320
H  -2.28330  -7.35629  -0.89580  0.2461
H  -1.34364  -6.43821  -1.89050  0.2467
C  -4.59525  -2.23036  5.88997  -0.3040
O  -4.24477  -0.86411  5.94489  -0.3847
C  -2.86580  -0.63874  5.80054  -0.3055
C  -2.69287  0.87280  5.58926  0.5708
C  -1.22981  1.22886  5.40518  -1.2105
N  -3.22197  1.63199  6.72666  -0.7798
H  -5.60848  -2.33243  6.27559  0.3299
H  -3.86034  -2.82381  6.44374  0.3460
H  -4.61071  -2.59956  4.85652  -0.1009
H  -2.24829  -1.03564  6.61381  0.5202
H  -2.44186  -1.09782  4.89444  0.0255
H  -3.25459  1.15968  4.69984  0.1328
H  -0.67499  0.97779  6.31685  0.3744
H  -1.07135  2.29895  5.27241  0.1481
H  -0.76124  0.69643  4.57460  0.2006
H  -4.20579  1.39264  6.80750  0.3147
H  -2.79436  1.35546  7.60334  0.2882
C  6.73503  1.95575  0.85791  -0.9750
O  6.04056  0.73525  0.94146  -0.2286
C  6.01664  0.19653  2.23974  -0.5659
C  5.44616  -1.22929  2.17401  0.1917
C  4.08289  -1.34585  1.50749  -0.5325
N  5.32098  -1.84173  3.50317  -0.7638
H  7.81677  1.82906  0.99400  0.3295
H  6.39747  2.63775  1.64895  0.3545
H  6.57101  2.45241  -0.09663  0.2863
H  7.00504  0.17869  2.71116  0.4043
H  5.33514  0.76819  2.88994  0.1215
H  6.17120  -1.76790  1.55306  0.4298
H  3.80471  -2.40045  1.53459  0.3405
H  4.00714  -1.12326  0.44049  -0.0350
H  3.32604  -0.71513  1.98527  -0.0554
H  4.65557  -1.24267  4.00202  0.2934
H  6.17829  -1.65034  4.02877  0.2953
C  2.77071  2.46250  3.89978  -0.4803
O  1.68190  2.90258  3.11627  -0.0555
C  0.95138  3.97215  3.64974  -1.1068
C  -0.21353  4.34909  2.75839  1.4678
C  0.21862  4.90547  1.41105  -1.5983
N  -1.03392  5.32613  3.45621  -0.7763
H  3.08385  1.52067  3.46065  -0.2084
H  2.49652  2.32246  4.95244  0.4181
H  3.54473  3.23633  3.91715  0.3015
H  0.60760  3.69398  4.65958  0.3982
H  1.58355  4.84972  3.86193  0.3591
H  -0.73903  3.42333  2.46972  -0.1991
H  0.71657  4.16059  0.78834  0.2373
H  0.82786  5.79772  1.57867  0.3463
H  -0.62761  5.19942  0.78255  0.4214
H  -1.34769  4.94201  4.34552  0.2828
H  -1.89889  5.51814  2.96310  0.2944
C  -3.33857  0.97107  -2.25656  -0.1618
O  -4.25204  -0.02865  -2.62356  -0.2903
C  -5.59951  0.39186  -2.42417  -0.7026
C  -6.50725  -0.71571  -2.94087  0.5292
C  -6.38933  -0.86208  -4.46754  -1.4021
N  -7.90672  -0.45187  -2.60436  -0.7545
H  -3.53718  1.98370  -2.61441  0.2367
H  -2.32871  0.67978  -2.55067  -0.0521
H  -3.25857  0.99207  -1.15871  0.1819
H  -5.73925  0.62986  -1.36411  0.3230
H  -5.77364  1.28769  -3.03456  0.3207
H  -6.20790  -1.66314  -2.49024  0.2883
H  -6.28629  0.11663  -4.94316  0.2877
H  -7.25770  -1.34618  -4.90754  0.4404
H  -5.48688  -1.43915  -4.66722  0.3003
H  -7.96651  -0.31600  -1.59552  0.2670
H  -8.27227  0.41424  -2.98764  0.2494
C  2.55231  2.52245  -6.51779  -0.8499
O  1.46061  1.81235  -5.99803  -0.3082
C  1.87596  0.60259  -5.39151  0.1133
C  0.67830  0.04507  -4.64198  1.4080
C  1.02602  -1.22390  -3.87252  -1.3172
N  -0.46626  -0.24980  -5.51638  -0.6293
H  2.17391  3.41742  -7.02049  0.2900
H  3.00804  1.98565  -7.36070  0.3404
H  3.29576  2.82752  -5.78057  0.3079
H  2.23245  -0.16327  -6.09465  0.2952
H  2.72898  0.78221  -4.72626  -0.4155
H  0.33967  0.76796  -3.89631  -0.3885
H  1.65999  -1.03239  -3.00306  -0.2025
H  1.45729  -1.97956  -4.53358  0.5767
H  0.15514  -1.67981  -3.39480  0.4115
H  -0.22386  -1.01825  -6.14116  0.2962
H  -0.55027  0.54160  -6.15580  0.3083
C  -6.08138  -3.77577  2.72868  -0.8667
O  -5.30119  -2.63128  2.51503  -0.4216
C  -3.92220  -2.90294  2.41124  -1.0413
C  -3.17367  -1.59731  2.17437  1.2532
C  -3.27883  -1.13483  0.71800  -1.4506
N  -1.75605  -1.75560  2.51848  -0.3503
H  -7.11985  -3.44540  2.74849  0.2955
H  -5.79325  -4.31598  3.63168  0.3141
H  -6.06537  -4.43477  1.84968  0.3174
H  -3.58510  -3.34141  3.36315  0.5044
H  -3.74670  -3.64761  1.62037  0.2722
H  -3.67118  -0.85508  2.80563  0.0163
H  -2.62753  -1.72494  0.07776  0.0279
H  -3.04704  -0.06616  0.65955  0.1612
H  -4.31806  -1.12097  0.36023  0.6304
H  -1.23639  -0.96727  2.15043  -0.0308
H  -1.39871  -2.59270  2.05814  0.2937
C  6.39469  1.02005  -5.39146  -0.6024
O  6.39286  1.57798  -4.09193  -0.4066
C  6.84527  0.67496  -3.10390  -0.7167
C  5.77563  -0.31723  -2.62586  0.4755
C  4.47764  0.39933  -2.24131  -0.5749
N  6.21294  -1.00837  -1.40998  -0.6176
H  7.20949  0.29755  -5.52162  0.3458
H  6.45079  1.77976  -6.16702  0.2728
H  5.46847  0.44022  -5.52297  0.1618
H  7.72072  0.11064  -3.44752  0.4329
H  7.17875  1.30839  -2.27917  0.2013
H  5.59257  -1.07138  -3.39325  0.2634
H  4.66660  1.01294  -1.35673  0.0839
H  3.68824  -0.29206  -1.94815  -0.1363
H  4.14444  1.07461  -3.03064  0.2834
H  6.10683  -0.43336  -0.55938  0.1576
H  7.22869  -1.12842  -1.35272  0.3005
C  -0.05828  0.53351  -0.85580  0.4088
C  0.89471  0.88326  0.26010  0.2824
O  0.26386  0.70627  1.53160  0.0654
H  -0.67288  1.41509  -1.03815  0.2478
H  -0.70014  -0.32308  -0.65294  -0.2231
H  0.55851  0.28545  -1.71785  -0.4156
H  1.29029  1.89950  0.15523  0.3061
H  1.81032  0.27399  0.25565  -0.6097
H  0.74559  1.24222  2.17013  -0.1958
C  -1.72788  3.88107  -3.63099  -0.7219
C  -0.81654  5.08002  -3.82271  -0.4517
O  -0.07482  5.33906  -2.63250  -0.4885
H  -2.66572  4.23770  -3.19037  0.4026
H  -1.28822  3.01220  -3.15507  0.0826
H  -2.13609  3.56651  -4.60254  0.3996
H  -1.41493  5.94068  -4.13218  0.3235
H  -0.11362  4.88261  -4.63433  0.2061
H  -0.54143  5.98838  -2.10078  0.2761

no.,lowest unoccupied orbital energy (Ha),largest force on an atom (eV/Å)
1,0.06077,5.06
2,0.01999,1.86